No. 1
The following is a DFT calculation (ωB97M-V/def2-TZVPD) of C3H6N2O in the gas phase.

Its SMILES is NC(=O)[C@H]1CN1.

Each atom is followed by the atoms it is bonded to, with distances in Å.
CARTESIAN COORDINATES (ANGSTROEM)
1 N -0.97 -0.71 -1.33  C2 1.367, H7 1.010, H8 1.009
2 C 0.28 -0.94 -0.82  N1 1.367, O3 1.216, C4 1.503
3 O 1.05 -1.78 -1.24  C2 1.216
4 C 0.69 -0.05 0.32  C2 1.503, C5 1.483, N6 1.464, H9 1.086
5 C 0.14 1.30 0.58  C4 1.483, N6 1.455, H10 1.088, H11 1.087
6 N -0.30 0.17 1.38  C4 1.464, C5 1.455, H12 1.016
7 H -1.31 -1.43 -1.96  N1 1.010
8 H -1.64 -0.24 -0.75  N1 1.009
9 H 1.72 -0.23 0.61  C4 1.086
10 H -0.61 1.72 -0.09  C5 1.088
11 H 0.80 2.05 1.02  C5 1.087
12 H 0.15 0.14 2.28  N6 1.016

No. 2
The following is a DFT calculation (ωB97M-V/def2-TZVPD) of C3H6N2O in the gas phase.

Its SMILES is NC(=O)N1CC1.

Each atom is followed by the atoms it is bonded to, with distances in Å.
CARTESIAN COORDINATES (ANGSTROEM)
1 N -0.48 -0.67 -1.89  C2 1.365, H7 1.008, H8 1.008
2 C -0.82 -0.15 -0.67  N1 1.365, O3 1.215, N4 1.423
3 O -1.86 -0.39 -0.10  C2 1.215
4 N 0.21 0.68 -0.17  C2 1.423, C5 1.449, C6 1.464
5 C 0.13 1.01 1.24  N4 1.449, C6 1.481, H9 1.087, H10 1.087
6 C 1.15 0.05 0.76  N4 1.464, C5 1.481, H11 1.087, H12 1.089
7 H 0.24 -0.21 -2.42  N1 1.008
8 H -1.22 -1.13 -2.40  N1 1.008
9 H 0.42 2.02 1.49  C5 1.087
10 H -0.73 0.60 1.78  C5 1.087
11 H 2.19 0.34 0.65  C6 1.087
12 H 0.99 -1.01 0.99  C6 1.089

No. 3
The following is a DFT calculation (ωB97M-V/def2-TZVPD) of 2 unconnected molecules or ions with the total composition C3H6N2O.

Its SMILES is c1c[nH]cn1.O.

Each atom is followed by the atoms it is bonded to, with distances in Å.
CARTESIAN COORDINATES (ANGSTROEM)
1 C 0.00 0.73 -1.31  C2 1.360, N5 1.375, H6 1.079
2 C -0.16 1.45 -0.17  C1 1.360, N3 1.368, H7 1.077
3 N 0.79 0.97 0.69  C2 1.368, C4 1.359, H8 1.004
4 C 1.52 0.05 0.00  N3 1.359, N5 1.297, H9 1.079
5 N 1.07 -0.12 -1.20  C1 1.375, C4 1.297
6 H -0.70 0.63 -2.13  C1 1.079
7 H -0.96 2.10 0.14  C2 1.077
8 H 1.03 1.33 1.60  N3 1.004
9 H 2.28 -0.54 0.50  C4 1.079
10 H -1.32 -2.93 0.56  O12 0.970
11 H -2.22 -1.70 0.56  O12 0.964
12 O -1.32 -1.98 0.77  H10 0.970, H11 0.964

| no. | HOMO (Eh) |
| --- | --- |
| 1 | -0.357 |
| 2 | -0.358 |
| 3 | -0.319 |